The following is a DFT calculation (ωB97M-V/def2-TZVPD) of a gas-phase ion, C3H7N2O2S (charge +1).

Atoms and positions in Å:
S 1.6940 0.3586 1.7872
O 2.2062 -0.9073 1.2982
O 2.2262 1.1354 2.8049
N -0.1594 0.0938 0.0423
N -0.8123 0.1141 -2.2791
C 0.2855 0.9530 1.2236
C -0.7201 -1.2018 0.3977
C -0.3291 0.6523 -1.1653
H -0.6588 0.4971 -3.2143
H -1.4369 -1.6224 -0.3590
H -1.2696 -0.8643 -2.4008
H 0.0960 2.0737 1.2145
H 0.0939 -1.9338 0.5336
H -1.2743 -1.0809 1.3282
H 0.0586 1.7325 -1.2116

Cartesian forces, eV/Å:
S -0.593 -1.493 -2.126
O -0.980 1.754 0.820
O 1.359 0.941 1.981
N -1.160 1.913 -0.411
N -1.008 -2.432 -0.406
C 0.196 -0.580 -2.758
C -0.460 -1.319 -0.324
C 1.327 1.096 0.798
H 0.025 0.574 0.844
H 0.759 0.678 0.558
H 1.289 2.257 1.016
H 0.155 -1.816 0.350
H -0.378 0.314 -0.006
H 0.084 -0.081 -0.057
H -0.616 -1.804 -0.280

Computed properties:
Charge: +1
Gap between HOMO and LUMO, eV: 9.8
Maximum force, eV/A: 2.83
SMILES: CN(C=[NH2+])C=S(=O)=O
Energy above the lowest of the compared OMol25 structures with the same formula, charge and spin, kJ/mol: 193.8
LUMO level, eV: -4.306